The following is a DFT calculation (ωB97M-V with the def2-TZVPD basis set) of a 3-piece molecular cluster, C42H82N5O7 overall in a non-equilibrium geometry.

```
136
Properties=species:S:1:pos:R:3:mulliken_spin:R:1
C 2.73593 -0.40151 1.55734 0.00
C 2.09934 -1.22758 0.37844 0.00
C 1.85717 -0.28238 -0.84613 0.00
C 0.43214 -0.33436 -1.47272 0.00
C -0.74546 -0.43531 -0.46114 0.00
C -2.09727 -0.41628 -1.29777 0.00
C -3.06126 0.74803 -0.93752 0.00
C -3.88170 0.52401 0.35929 0.00
C -5.09858 -0.43139 0.22426 0.00
C -5.78135 -0.92502 1.53650 0.00
C -5.20709 -0.45841 2.93628 0.00
C -4.67193 -1.59947 3.83226 0.00
O -5.39036 -2.26351 4.49156 0.00
N -5.66876 -2.41988 1.53480 0.00
C -4.97897 -2.75149 0.31643 0.00
N -4.48116 -3.91914 0.12537 0.00
C -3.82708 -4.24060 -1.18060 0.00
O -3.19717 -5.47071 -1.18554 0.00
C -1.87505 -5.45079 -0.61623 0.00
C -0.79483 -4.80357 -1.54697 0.00
O 0.14344 -5.77930 -1.97029 0.00
C 1.48593 -5.41577 -1.65563 0.00
C 2.00479 -4.20953 -2.49986 0.00
C -4.63174 -4.91382 1.19380 0.00
C -3.59494 -4.56064 2.36055 0.00
C -2.67080 -5.73564 2.77127 0.00
O -3.81057 -5.22220 3.58357 0.00
N -4.99040 -1.65589 -0.60919 0.00
C -6.25278 -1.97259 -1.38573 0.00
C -6.09406 -2.05766 -2.95542 0.00
C -4.68218 -1.74289 -3.52218 0.00
O -4.60029 -0.35420 -3.84766 0.00
H 3.15812 0.55158 1.21069 0.00
H 2.02247 -0.20990 2.37741 0.00
H 3.57102 -0.98651 1.98264 0.00
H 1.21842 -1.80977 0.68985 0.00
H 2.87411 -1.96773 0.09839 0.00
H 2.13094 0.76904 -0.65679 0.00
H 2.55732 -0.61674 -1.64039 0.00
H 0.29681 0.62808 -2.01212 0.01
H 0.28544 -1.12546 -2.22836 0.00
H -0.72963 -1.42011 0.05180 0.00
H -0.73080 0.32527 0.33910 0.00
H -1.83270 -0.29875 -2.36459 0.00
H -2.57933 -1.39438 -1.14933 0.00
H -3.75650 1.03830 -1.74321 0.00
H -2.43284 1.64304 -0.75061 0.01
H -4.30013 1.50503 0.65784 0.00
H -3.19746 0.21895 1.17330 0.00
H -5.85692 0.22275 -0.25339 0.00
H -6.84430 -0.64928 1.59794 0.00
H -6.04956 -0.02114 3.50274 0.00
H -4.43727 0.32883 2.87853 0.00
H -3.57378 -1.80805 3.92963 0.00
H -6.62191 -2.68804 1.24708 0.00
H -4.63859 -4.30176 -1.93277 0.00
H -3.16222 -3.42180 -1.49648 0.00
H -1.85312 -5.03699 0.40844 0.00
H -1.56828 -6.50932 -0.52918 0.00
H -0.25508 -4.03468 -0.95100 0.00
H -1.25853 -4.25152 -2.39267 0.00
H 1.66314 -5.28020 -0.57162 0.00
H 2.11375 -6.27431 -1.96175 0.00
H 1.51692 -4.23994 -3.48621 0.00
H 1.68397 -3.29070 -1.97569 0.00
H 3.10292 -4.19335 -2.54878 0.00
H -5.62269 -4.91591 1.67041 0.00
H -4.41063 -5.94108 0.88511 0.00
H -3.15648 -3.54153 2.36280 0.00
H -2.94317 -6.74956 2.47234 0.00
H -1.70838 -5.42967 3.18780 0.00
H -7.07805 -1.27595 -1.15160 0.00
H -6.61267 -2.97192 -1.06079 0.00
H -6.35106 -3.08042 -3.29205 0.00
H -6.83024 -1.38646 -3.42988 0.00
H -4.59110 -2.28667 -4.48285 0.00
H -3.85430 -2.09756 -2.89278 0.00
H -5.13330 0.10564 -3.18505 0.00
C 0.79763 5.84868 -4.93692 0.01
C 0.20556 4.71396 -4.05492 0.03
C -1.11160 4.20420 -4.66132 0.02
C -2.28517 5.15619 -4.46963 -0.02
C -2.43999 5.51841 -2.99802 0.02
C -1.15250 6.07337 -2.38099 0.03
N 0.03487 5.20365 -2.64780 0.36
O -0.04640 4.16449 -1.85513 0.55
C -0.90720 7.49537 -2.92710 0.01
C -1.37310 6.28362 -0.87812 -0.01
C 1.22714 3.57626 -4.15534 -0.01
H 0.08530 6.21642 -5.67765 0.00
H 1.13756 6.69721 -4.34458 -0.01
H 1.67997 5.51730 -5.48476 0.00
H -1.37521 3.24096 -4.20958 0.00
H -0.97481 4.01072 -5.72815 0.00
H -2.15279 6.05600 -5.07644 0.00
H -3.20261 4.68179 -4.82698 0.00
H -3.24996 6.24478 -2.88912 0.00
H -2.76109 4.62454 -2.44800 0.00
H 0.04383 7.89392 -2.56911 -0.01
H -1.69278 8.17335 -2.58954 0.00
H -0.91326 7.54969 -4.01466 0.00
H -1.68449 5.37054 -0.37008 0.00
H -2.16241 7.01846 -0.71035 0.00
H -0.46708 6.65459 -0.39512 0.00
H 2.18412 3.86012 -3.71210 0.00
H 1.40896 3.32072 -5.20014 0.00
H 0.88189 2.66214 -3.66991 0.01
C 7.58954 2.70448 4.72516 0.00
C 6.41904 1.75731 4.33841 0.02
C 6.09147 0.81467 5.50704 0.02
C 7.11374 -0.29890 5.70177 -0.02
C 7.32432 -1.05939 4.39726 0.02
C 7.69731 -0.14318 3.22754 0.03
N 6.76454 1.01702 3.08768 0.37
O 5.65704 0.58286 2.55082 0.55
C 9.14494 0.35443 3.42229 0.01
C 7.75951 -0.97750 1.94257 -0.01
C 5.21312 2.68749 4.14799 -0.01
H 8.09503 2.39126 5.64041 0.00
H 8.33635 2.78134 3.93598 -0.01
H 7.24672 3.72666 4.88783 0.00
H 5.11104 0.35357 5.34302 0.00
H 6.00402 1.39081 6.43162 0.00
H 8.06015 0.10786 6.06854 0.00
H 6.76093 -0.98799 6.47288 0.00
H 8.10024 -1.81595 4.54174 0.00
H 6.40651 -1.61135 4.16046 0.01
H 9.41985 1.07327 2.64802 -0.01
H 9.84584 -0.47934 3.35697 0.00
H 9.31866 0.81478 4.39374 0.00
H 6.82599 -1.50340 1.74080 0.00
H 8.53575 -1.74027 2.02351 0.00
H 7.99712 -0.35325 1.07875 0.00
H 5.36638 3.36636 3.30619 0.00
H 5.06324 3.29194 5.04373 0.00
H 4.28457 2.13968 3.98337 0.00
```

Calculated values
Kohn-Sham gap (alpha / beta)	6.744 / 7.518	eV
2S+1	3
energy	-66651.9291	eV
charge	+1
E_LUMO (alpha / beta)	-3.15 / -3.15	eV

---

The following is a DFT calculation (ωB97M-V with the def2-TZVPD basis set) of a 10-piece molecular cluster, C42H84F6N12O13P2S2 overall in a non-equilibrium geometry.

```
161
Properties=species:S:1:pos:R:3:mulliken_charge:R:1
C -1.44967 -1.83013 -0.05524 -0.44
C -0.32549 -0.83710 0.00380 0.08
C 0.48393 -0.94878 -1.30675 -0.46
O 1.52378 0.00155 -1.46163 0.48
C 2.34738 -0.21563 -2.57244 -0.14
N -0.95349 0.53913 0.09604 2.52
H -1.55538 0.67180 -0.70410 -0.78
H -1.51376 0.75702 0.90766 -0.22
H -0.27162 1.26285 -0.08109 0.08
H -1.03051 -2.82217 0.11288 0.00
H -1.95479 -1.93801 -1.01509 -0.39
H -2.22749 -1.67797 0.69306 0.55
H 0.33532 -0.95797 0.86219 -0.01
H -0.23123 -0.90918 -2.12838 -0.03
H 0.80786 -1.98393 -1.19881 -0.10
H 3.08303 0.56478 -2.76706 -0.64
H 1.82222 -0.32657 -3.52113 0.30
H 3.01226 -1.05262 -2.35918 0.39
C -3.23745 0.01961 -4.22345 0.49
F -2.20873 -0.80850 -3.99958 -0.15
F -3.33396 0.45145 -5.41602 -0.17
F -4.44369 -0.43722 -3.74618 -0.23
S -2.88132 1.70572 -3.19015 0.52
O -1.42667 1.85157 -3.36469 -0.73
O -3.73079 2.77209 -3.71889 -0.55
N -3.15755 1.13600 -1.58889 -0.37
S -4.45481 1.86020 -1.18883 0.78
O -4.08400 3.21895 -0.71078 -0.65
O -5.68047 1.71616 -2.02849 -0.62
C -4.90420 0.82419 0.38132 0.50
F -6.19150 0.96139 0.68009 -0.22
F -4.66090 -0.47780 0.22890 -0.21
F -4.17793 1.22851 1.47222 -0.23
N 0.97025 1.82314 -4.70514 0.67
C 1.33413 1.17142 -5.78792 -0.31
C 2.51152 1.71634 -6.29376 -1.06
C 2.82727 2.83139 -5.47771 -0.42
C 1.89601 2.83354 -4.48618 0.35
H 0.17937 1.57951 -4.12612 0.24
H 0.57318 0.58234 -6.27818 0.47
H 3.01037 1.41651 -7.20352 0.49
H 3.69406 3.44688 -5.66807 0.47
H 1.72805 3.57196 -3.71617 -0.57
N -3.26148 -4.95528 3.17439 0.07
C -3.05476 -4.87707 4.54442 -0.98
C -2.35554 -3.70744 4.76562 -0.94
C -2.03861 -3.12144 3.53724 0.87
C -2.62584 -3.83089 2.59827 -0.99
H -3.76050 -5.62794 2.60995 0.23
H -3.47771 -5.66083 5.15533 0.48
H -2.07632 -3.36454 5.75093 0.35
H -1.41545 -2.26956 3.30841 0.48
H -2.62300 -3.79246 1.51896 0.48
N 0.42000 -4.04397 -4.01435 0.69
C 0.43462 -4.60445 -5.24555 -0.38
C 1.70282 -4.60910 -5.73299 -0.85
C 2.56304 -4.16194 -4.65691 -0.59
C 1.73011 -3.73631 -3.70142 -0.44
H -0.39010 -3.88986 -3.43119 0.11
H -0.52828 -4.86424 -5.65996 0.41
H 1.98379 -4.97979 -6.70770 0.39
H 3.63787 -4.08495 -4.72927 0.50
H 2.02260 -3.38856 -2.72167 0.36
N 4.98700 0.85186 -4.54786 0.05
C 5.30804 -0.47293 -4.20445 -0.93
C 6.42106 -0.45439 -3.45127 -0.24
C 6.81499 0.89849 -3.19342 -0.93
C 5.86282 1.69242 -3.86612 -0.33
H 4.10965 1.03751 -5.01249 0.41
H 4.77456 -1.32087 -4.60794 0.55
H 6.91008 -1.34103 -3.07562 0.42
H 7.63468 1.13721 -2.53197 0.41
H 5.64738 2.75060 -3.84995 0.54
O -1.37024 0.24083 3.28361 0.06
P -1.68545 1.07825 4.45996 -0.89
N -1.45432 2.73680 4.19325 0.86
C -2.49616 3.78311 4.23342 -1.11
C -0.13474 3.25059 3.73835 -1.52
N -0.71728 0.72932 5.82399 0.52
C -0.16857 1.75566 6.71416 -1.03
C -0.54497 -0.68796 6.37103 -0.76
N -3.22902 0.93732 5.19763 0.28
C -4.15210 -0.20547 4.90715 -0.65
C -3.69889 1.70757 6.43720 -1.09
H -3.51094 3.42083 4.06887 0.31
H -2.22584 4.51431 3.47161 0.33
H -2.53694 4.30730 5.18823 0.31
H -0.05489 4.33706 3.70205 0.43
H 0.00817 2.88863 2.72018 0.64
H 0.72242 2.85233 4.28128 0.11
H 0.80871 2.04986 6.33145 0.31
H -0.80535 2.63852 6.65783 0.30
H -0.04784 1.50669 7.76845 0.43
H -0.33431 -1.35649 5.53629 0.00
H 0.25215 -0.76023 7.11094 0.48
H -1.50624 -1.00382 6.77639 0.22
H -5.07477 -0.10569 5.47883 0.45
H -4.40590 -0.25226 3.84814 -0.04
H -3.66200 -1.13567 5.19458 0.22
H -2.96123 2.49518 6.59090 0.34
H -3.68135 1.04986 7.30623 0.32
H -4.68212 2.12598 6.22199 0.38
O 1.39180 2.71117 0.41914 -0.42
P 1.72075 4.11959 0.04253 -1.01
N 2.87056 4.08437 -1.23374 1.40
C 3.73166 2.96588 -1.51371 -0.01
C 3.42573 5.34702 -1.75586 -1.19
N 2.43974 5.13381 1.23852 0.64
C 2.35879 6.62040 1.18524 -1.21
C 3.32964 4.57639 2.24840 -0.80
N 0.36607 4.94048 -0.51868 0.32
C 0.03351 4.81949 -1.96321 -1.21
C -0.81231 5.05640 0.37595 -0.92
H 3.17934 2.06944 -1.23189 -0.23
H 4.69708 3.00978 -1.00958 0.38
H 3.86233 2.81475 -2.58525 -0.66
H 3.39897 5.30625 -2.84477 0.24
H 4.44274 5.39971 -1.36724 0.35
H 2.92643 6.22735 -1.35112 0.30
H 1.66688 6.80633 0.36378 0.41
H 2.01302 7.17243 2.05920 0.29
H 3.36145 6.92763 0.88796 0.44
H 3.89917 5.41709 2.64458 0.41
H 2.82953 4.14711 3.11655 0.05
H 4.02687 3.85130 1.82861 0.27
H -0.84358 5.38993 -2.26886 0.50
H 0.77599 5.16504 -2.68252 0.27
H -0.10449 3.77667 -2.24886 0.38
H -0.57861 5.50791 1.34012 0.25
H -1.20511 4.06718 0.61097 0.17
H -1.56129 5.75046 -0.00537 0.51
C -3.76757 -3.95019 -4.59277 -1.05
C -4.19088 -3.90084 -3.15489 0.35
O -3.65292 -4.97736 -2.31110 -0.41
C -2.42832 -4.88367 -1.84040 0.27
O -1.62543 -4.04536 -2.15150 0.14
O -2.24157 -5.85677 -0.87040 -0.40
C -0.83721 -6.17308 -0.62636 -0.46
H -4.10558 -4.88084 -5.04854 0.37
H -2.68281 -3.90067 -4.68737 0.05
H -4.24325 -3.12297 -5.11958 0.39
H -5.27493 -4.01384 -3.14115 0.35
H -3.77047 -2.97561 -2.76080 -0.24
H -0.38160 -6.56591 -1.53533 0.36
H -0.66603 -6.86069 0.20187 0.26
H -0.25676 -5.29793 -0.33431 0.02
C 1.79112 -6.16222 2.93252 -1.46
C 0.78936 -4.92403 3.06525 0.23
O 1.40641 -3.68009 2.71385 -0.26
C 1.92975 -3.34974 1.46458 0.91
O 1.60767 -3.96690 0.47550 -0.57
O 2.66317 -2.25440 1.54218 -0.33
C 2.87936 -1.52830 2.70417 -0.53
H 2.68641 -6.01886 3.53750 0.35
H 2.07874 -6.28125 1.88791 0.34
H 1.31844 -7.06583 3.31744 0.44
H 0.55691 -4.87250 4.12893 0.29
H -0.13140 -5.09976 2.50899 -0.07
H 2.57275 -2.04223 3.61519 0.31
H 2.32262 -0.59237 2.65760 0.08
H 3.95123 -1.33623 2.65622 0.29
```

Calculated values
Kohn-Sham gap	8.305	eV
energy	-145966.1818	eV
charge	0
E_LUMO	0.38	eV